Entry 1:
Molecular formula: C42H49IrN5O3
Method: DFT, wB97M-V/def2-TZVPD

CARTESIAN COORDINATES (ANGSTROEM)
Ir1 0.15 -0.66 0.10
C1 -3.75 -4.54 -0.36
C2 -3.88 -3.15 0.27
C3 -5.21 -3.03 1.03
C4 -3.76 -2.06 -0.78
C5 -4.58 -2.13 -1.89
C6 -4.43 -1.27 -2.96
C7 -3.44 -0.29 -2.96
C8 -2.60 -0.14 -1.89
C9 -1.60 1.01 -1.83
C10 -1.95 2.18 -2.75
C11 -0.16 0.59 -2.16
C12 -2.78 -1.01 -0.76
N1 -1.91 -0.84 0.27
C13 -2.28 -1.03 1.63
O1 -3.37 -0.82 2.08
C14 -1.10 -1.40 2.51
C15 -1.17 -1.78 3.84
C16 0.02 -2.03 4.51
C17 1.25 -1.89 3.87
C18 1.26 -1.50 2.54
N2 0.09 -1.28 1.93
C19 2.46 -1.42 1.61
O2 3.53 -1.86 1.96
N3 2.12 -0.93 0.38
C20 2.80 -1.39 -0.79
C21 4.02 -0.88 -1.19
C22 4.54 -1.33 -2.40
C23 3.84 -2.23 -3.19
C24 2.60 -2.71 -2.78
C25 2.07 -2.30 -1.56
C26 0.80 -2.94 -1.04
C27 1.10 -4.08 -0.07
C28 -0.22 -3.31 -2.09
C29 4.76 0.16 -0.37
C30 4.85 1.48 -1.13
C31 6.15 -0.35 0.04
H1 -3.76 -5.29 0.43
H2 -2.82 -4.66 -0.92
H3 -4.58 -4.76 -1.03
H4 -3.06 -3.05 0.98
H5 -6.05 -3.19 0.35
H6 -5.32 -2.06 1.50
H7 -5.26 -3.80 1.80
H8 -5.34 -2.90 -1.93
H9 -5.09 -1.36 -3.82
H10 -3.36 0.38 -3.81
H11 -1.61 1.39 -0.81
H12 -1.85 1.92 -3.80
H13 -1.26 3.00 -2.55
H14 -2.96 2.53 -2.56
H15 -0.09 0.27 -3.21
H16 0.30 -0.35 -1.71
H17 0.54 1.40 -1.99
H18 -2.14 -1.87 4.32
H19 0.00 -2.34 5.55
H20 2.19 -2.09 4.37
H21 5.49 -0.96 -2.75
H22 4.25 -2.56 -4.13
H23 2.08 -3.42 -3.40
H24 0.09 -2.27 -0.31
H25 1.60 -4.87 -0.64
H26 0.18 -4.49 0.36
H27 1.78 -3.77 0.72
H28 0.15 -4.16 -2.67
H29 -0.41 -2.48 -2.78
H30 -1.16 -3.61 -1.63
H31 4.19 0.33 0.54
H32 5.44 1.38 -2.04
H33 5.32 2.25 -0.52
H34 3.85 1.83 -1.43
H35 6.77 -0.54 -0.84
H36 6.07 -1.27 0.61
H37 6.65 0.40 0.65
C32 -0.12 5.42 2.82
N4 -0.28 3.98 2.61
N5 0.04 3.37 1.43
C33 0.03 2.02 1.61
O3 0.29 1.29 0.59
C34 -0.27 1.79 2.96
C35 -0.45 3.04 3.55
C36 -0.73 3.38 4.96
C37 0.16 4.07 0.19
C38 -0.89 4.85 -0.27
C39 -0.75 5.54 -1.46
C40 0.42 5.42 -2.20
C41 1.46 4.61 -1.75
C42 1.33 3.94 -0.54
H38 0.41 5.84 1.97
H39 0.45 5.59 3.72
H40 -1.10 5.90 2.90
H41 -0.34 0.86 3.48
H42 -1.00 2.49 5.52
H43 -1.55 4.10 5.04
H44 0.15 3.82 5.44
H45 -1.80 4.93 0.32
H46 -1.55 6.17 -1.82
H47 0.53 5.96 -3.13
H48 2.37 4.52 -2.32
H49 2.14 3.32 -0.16

## Properties
Net charge   +2
2S+1   2
Max |F|   0.0132 hartree/bohr
HOMO-LUMO gap (spin up / spin down)   7.324 / 5.240 eV
Electronic energy   -2233.1806 Ha

***

Entry 2:
Molecular formula: C42H50Cl2OP4Re
Method: DFT, wB97M-V/def2-TZVPD

CARTESIAN COORDINATES (ANGSTROEM)
P1 1.14 1.47 -4.70
C1 2.89 1.66 -4.88
C2 3.47 1.12 -6.03
H1 2.87 0.50 -6.67
C3 4.81 1.42 -6.28
H2 5.26 0.98 -7.16
C4 5.54 2.23 -5.41
H3 6.59 2.46 -5.65
C5 4.92 2.78 -4.28
H4 5.50 3.40 -3.62
C6 3.60 2.50 -3.99
H5 3.13 2.90 -3.11
C7 0.48 0.04 -5.57
C8 1.11 -1.21 -5.41
H6 2.01 -1.30 -4.83
C9 0.52 -2.33 -5.99
H7 0.96 -3.31 -5.82
C10 -0.63 -2.20 -6.77
H8 -1.08 -3.07 -7.26
C11 -1.18 -0.94 -7.01
H9 -2.04 -0.81 -7.66
C12 -0.64 0.19 -6.42
H10 -1.07 1.19 -6.57
C13 0.23 2.98 -4.96
C14 0.41 3.52 -6.24
H11 1.07 3.00 -6.93
C15 -0.27 4.67 -6.58
H12 -0.12 5.06 -7.58
C16 -1.09 5.30 -5.63
H13 -1.60 6.21 -5.94
C17 -1.24 4.76 -4.35
H14 -1.86 5.28 -3.64
C18 -0.60 3.59 -3.99
H15 -0.72 3.21 -2.98
Re1 0.19 -0.18 -0.42
C19 -1.62 -1.19 -0.95
C20 -2.33 -0.99 -2.13
H16 -2.10 -1.82 -0.17
C21 -1.62 0.03 -3.02
O1 -2.59 1.09 -3.35
H17 -2.17 1.87 -3.75
C22 -0.49 0.42 -2.21
H18 -1.16 -0.43 -3.94
C23 0.78 0.81 -1.98
Cl1 -0.48 -1.05 1.76
Cl2 2.12 1.13 0.40
P2 1.40 -2.08 -0.67
C24 2.52 -2.41 0.75
H19 2.03 -3.03 1.51
H20 2.80 -1.45 1.18
H21 3.42 -2.91 0.36
C25 0.56 -3.73 -0.85
H22 -0.02 -3.70 -1.78
H23 -0.15 -3.87 -0.02
H24 1.22 -4.60 -0.88
C26 2.60 -2.12 -2.04
H25 2.99 -1.10 -2.15
H26 2.09 -2.40 -2.96
H27 3.44 -2.81 -1.89
P3 -3.86 -1.79 -2.59
C27 -4.38 -2.91 -1.28
C28 -3.51 -2.71 -4.10
H28 -4.59 -2.32 -0.38
H29 -3.62 -3.70 -1.11
H30 -5.31 -3.36 -1.67
H31 -3.06 -2.05 -4.87
H32 -4.48 -3.07 -4.46
H33 -2.85 -3.57 -3.91
C29 -5.08 -0.53 -2.88
H34 -5.50 -0.27 -1.90
H35 -5.86 -0.98 -3.51
H36 -4.58 0.34 -3.36
H37 1.28 1.78 -2.23
C30 -1.28 2.00 1.36
P4 0.36 2.57 1.91
C31 0.01 4.19 2.70
C32 1.00 5.20 2.65
C33 0.82 6.40 3.34
C34 -0.32 6.58 4.13
C35 -1.30 5.58 4.19
C36 -1.14 4.38 3.49
C37 0.87 1.56 3.35
C38 -0.03 1.03 4.31
C39 0.47 0.33 5.41
C40 1.83 0.13 5.58
C41 2.74 0.66 4.64
C42 2.25 1.36 3.54
H38 -1.80 2.93 1.06
H39 -1.20 1.34 0.44
H40 -1.83 1.44 2.13
H41 1.93 5.00 2.10
H42 1.59 7.18 3.32
H43 -0.44 7.49 4.71
H44 -2.18 5.73 4.83
H45 -1.87 3.57 3.60
H46 -1.10 1.17 4.20
H47 -0.24 -0.06 6.15
H48 2.22 -0.44 6.43
H49 3.82 0.56 4.77
H50 2.97 1.77 2.83

## Properties
Net charge   +2
2S+1   4
Relative energy (zero: lowest compared OMol25 entry of this formula, charge and spin)   256.6 kJ/mol
Max |F|   0.0796 hartree/bohr
HOMO-LUMO gap (spin up / spin down)   7.027 / 4.987 eV
Electronic energy   -4069.1271 Ha

***

Entry 3:
Molecular formula: C42H50CrN3O3S2
Method: DFT, wB97M-V/def2-TZVPD

CARTESIAN COORDINATES (ANGSTROEM)
Cr1 0.77 0.31 -0.48
O1 -0.55 1.03 -1.73
C1 -1.08 2.20 -1.79
C2 -2.08 2.45 -2.77
C3 -2.65 3.69 -2.93
C4 -2.28 4.77 -2.11
C5 -1.34 4.54 -1.12
C6 -0.74 3.29 -0.93
C7 0.18 3.15 0.19
N1 0.80 2.08 0.48
N2 1.58 2.09 1.65
C8 2.25 0.97 1.70
O2 2.28 0.07 0.79
C9 3.04 0.70 2.95
C10 3.85 -0.43 3.00
C11 4.57 -0.72 4.15
C12 4.46 0.10 5.26
C13 3.64 1.22 5.22
C14 2.92 1.51 4.07
H1 -2.37 1.61 -3.39
H2 -3.41 3.84 -3.69
H3 -2.73 5.74 -2.23
H4 -1.06 5.34 -0.45
H5 0.32 4.01 0.85
H6 3.88 -1.07 2.13
H7 5.19 -1.61 4.18
H8 5.01 -0.14 6.17
H9 3.54 1.85 6.09
H10 2.27 2.37 4.02
C15 3.36 -3.95 -0.56
C16 2.24 -3.68 0.41
C17 2.09 -4.44 1.58
C18 1.05 -4.14 2.45
C19 0.86 -4.95 3.71
C20 0.17 -3.09 2.18
C21 0.30 -2.27 1.02
C22 1.35 -2.66 0.15
N3 -0.44 -1.19 0.65
C23 -1.65 -0.84 1.38
C24 -1.38 -0.23 2.78
C25 -2.68 0.17 3.48
C26 -3.60 -1.05 3.59
C27 -3.95 -1.59 2.20
C28 -4.64 -0.49 1.39
C29 -3.68 0.70 1.25
C30 -3.38 1.26 2.65
C31 -2.38 0.26 0.58
C32 -2.66 -2.01 1.47
H11 3.66 -5.01 -0.54
H12 4.25 -3.36 -0.30
H13 3.08 -3.69 -1.58
H14 2.78 -5.25 1.80
H15 1.64 -5.70 3.81
H16 -0.11 -5.47 3.70
H17 0.88 -4.31 4.59
H18 -0.61 -2.92 2.90
H19 1.47 -2.12 -0.79
H20 -0.75 0.65 2.62
H21 -0.80 -0.91 3.41
H22 -2.46 0.56 4.48
H23 -4.51 -0.79 4.13
H24 -3.10 -1.84 4.17
H25 -4.61 -2.45 2.29
H26 -5.56 -0.17 1.88
H27 -4.90 -0.87 0.40
H28 -4.14 1.48 0.64
H29 -4.30 1.58 3.14
H30 -2.72 2.13 2.57
H31 -1.71 1.12 0.49
H32 -2.57 -0.12 -0.43
H33 -2.90 -2.31 0.45
H34 -2.23 -2.88 1.97
C33 -0.67 4.60 -5.41
C34 0.27 3.68 -4.68
C35 0.23 2.30 -4.89
C36 1.03 1.44 -4.16
C37 1.89 1.96 -3.21
C38 1.94 3.32 -2.97
C39 1.14 4.18 -3.72
S1 2.92 0.87 -2.22
C40 4.20 0.73 -3.47
O3 2.28 -0.49 -2.19
H35 -1.15 4.08 -6.25
H36 -0.14 5.47 -5.81
H37 -1.45 4.96 -4.74
H38 -0.47 1.89 -5.61
H39 0.96 0.36 -4.26
H40 2.57 3.71 -2.18
H41 1.15 5.24 -3.51
H42 3.73 0.28 -4.34
H43 4.98 0.09 -3.07
H44 4.58 1.72 -3.70
C41 -1.33 -3.76 -1.79
S2 -1.45 -2.10 -2.48
C42 -1.14 -2.54 -4.20
H45 -0.36 -4.20 -2.02
H46 -2.13 -4.40 -2.16
H47 -1.41 -3.67 -0.71
H48 -1.85 -3.30 -4.56
H49 -0.12 -2.91 -4.33
H50 -1.27 -1.64 -4.81

## Properties
Net charge   -1
2S+1   5
Relative energy (zero: lowest compared OMol25 entry of this formula, charge and spin)   0.0 kJ/mol
Max |F|   0.0215 hartree/bohr
HOMO-LUMO gap (spin up / spin down)   5.292 / 5.547 eV
Electronic energy   -3861.4206 Ha

***

Q: What is the formula in the first record?
A: C42H49IrN5O3

***

Q: electronic energy of number 2 (C42H50Cl2OP4Re)?
A: -4069.1271 Ha

***

Q: Which value of electronic energy does entry 1 give?
A: -2233.1806 Ha